No. 1
{"formula": "C10H20B2F8MnO20S5", "method": "the ωB97M-V functional and the def2-TZVPD basis", "mol_weight_g_mol": 849.13, "energy_ev": -160242.759, "multiplicity": 6, "species": ["Mn", "B", "F", "F", "F", "F", "B", "F", "F", "F", "F", "C", "C", "O", "S", "O", "O", "O", "H", "H", "H", "H", "C", "C", "O", "S", "O", "O", "O", "H", "H", "H", "H", "C", "C", "O", "S", "O", "O", "O", "H", "H", "H", "H", "C", "C", "O", "S", "O", "O", "O", "H", "H", "H", "H", "C", "C", "O", "S", "O", "O", "O", "H", "H", "H", "H"], "xyz": [[-1.368, -18.162, -0.561], [-1.600, -20.315, -2.500], [-0.337, -19.871, -2.003], [-2.513, -19.452, -1.787], [-1.827, -20.148, -3.849], [-1.819, -21.563, -2.070], [-1.525, -18.806, 2.327], [-0.485, -19.007, 1.293], [-2.428, -17.977, 1.557], [-2.053, -20.045, 2.638], [-0.970, -18.051, 3.340], [-0.662, -27.179, 1.162], [-1.913, -26.325, 0.958], [-2.072, -26.232, -0.488], [-1.498, -27.475, -1.232], [-0.565, -26.958, -2.156], [-2.504, -28.339, -1.735], [-0.729, -28.117, 0.045], [-0.638, -27.737, 2.100], [0.231, -26.524, 1.060], [-1.837, -25.300, 1.325], [-2.825, -26.778, 1.397], [-3.897, -22.268, 0.713], [-2.671, -22.679, 1.478], [-3.202, -23.726, 2.435], [-4.682, -24.193, 1.974], [-5.702, -23.617, 2.781], [-4.665, -25.642, 1.725], [-4.653, -23.457, 0.552], [-3.595, -21.964, -0.277], [-4.585, -21.492, 1.071], [-2.236, -21.840, 2.065], [-1.914, -23.159, 0.848], [0.212, -24.079, -1.991], [1.538, -24.486, -2.533], [2.468, -23.775, -1.756], [2.024, -23.863, -0.248], [2.555, -22.726, 0.459], [2.233, -25.141, 0.248], [0.442, -23.841, -0.533], [-0.536, -24.882, -2.060], [-0.055, -23.123, -2.442], [1.713, -24.340, -3.553], [1.476, -25.588, -2.404], [-5.213, -17.583, -2.423], [-4.480, -17.984, -3.782], [-3.199, -17.256, -3.629], [-3.293, -16.115, -2.588], [-2.958, -14.866, -3.138], [-2.561, -16.479, -1.350], [-4.818, -16.214, -2.255], [-4.747, -18.097, -1.568], [-6.263, -17.554, -2.367], [-4.956, -17.668, -4.684], [-4.205, -19.065, -3.801], [2.290, -17.640, 1.850], [1.703, -16.350, 2.387], [1.032, -15.745, 1.277], [1.450, -16.342, -0.085], [2.240, -15.463, -0.840], [0.256, -16.843, -0.767], [2.376, -17.570, 0.415], [1.720, -18.530, 2.114], [3.348, -17.846, 2.104], [2.292, -15.550, 2.763], [0.932, -16.605, 3.115]], "forces_ev_per_a": [[0.0840, 0.0237, 0.3062], [0.5361, 0.0305, -0.7097], [-0.0341, 0.6626, -0.1469], [-0.9295, 1.0434, 0.7699], [0.3659, 0.1886, 0.3662], [-0.3051, -1.4413, 0.3272], [0.3234, 0.3908, -0.3804], [0.1304, -0.1539, -0.3748], [-0.2114, -0.3244, -0.2357], [0.1878, 1.2277, 0.1799], [-0.3154, -0.6358, -0.1874], [0.2295, 0.9511, -0.9058], [-0.7602, -0.3969, 0.4808], [-0.4446, 0.4127, 0.9180], [0.1679, -0.5701, 0.8718], [1.1232, 0.0453, -0.8995], [0.0749, -0.1825, 0.6272], [-0.4618, 0.1087, -0.3659], [-0.1130, 0.0083, -0.3136], [-0.3059, -0.7081, -0.0128], [0.1861, -0.3237, -0.0546], [0.6338, 0.2110, -0.4476], [-0.2216, 0.7591, -1.2703], [-0.1940, 0.0014, 1.7069], [-0.4357, 0.6675, -0.7384], [0.6335, -2.6035, -1.0026], [0.4201, -0.0346, 0.1231], [-0.2471, 3.0450, 0.6927], [-0.2477, -0.9431, 0.3903], [0.0852, 0.0693, -0.4139], [0.6338, -0.0741, 0.7135], [-0.3665, -1.0502, -0.4017], [-0.2918, 0.0385, 0.0787], [-1.0292, 1.2630, 0.3751], [-1.0972, -2.6562, 0.8946], [1.1270, 0.2660, 0.1344], [-0.6438, 2.6500, 0.0249], [-1.0190, -0.9890, -1.0221], [1.0772, -2.7956, 1.3243], [0.3015, 0.6832, -0.8673], [0.2934, 0.7711, -0.1082], [-0.5806, -0.1153, 0.3883], [0.1438, 0.8061, -1.3941], [1.3495, 0.3452, 0.3245], [2.1020, -0.2899, -0.6278], [0.3984, -0.9814, 2.3095], [-0.5149, -0.5523, -0.3701], [1.0732, 0.3871, 1.9781], [-0.1106, 0.1946, -0.1421], [-0.6212, -0.3565, -1.4637], [0.1589, 0.7600, -0.3093], [-0.4729, -0.4327, -0.4263], [-1.1957, -0.4428, -0.2921], [-0.3003, 0.3640, -0.4211], [-0.2720, 0.9127, -0.0640], [2.0692, -1.3837, 0.2623], [-1.1771, -0.4368, 0.5503], [-0.8128, -0.0711, -0.5653], [0.3377, -1.4526, -1.0503], [0.2393, 0.4998, -0.3119], [0.5677, 0.0212, 0.6856], [-1.7290, 1.6906, -0.4170], [-0.2504, 0.2961, 0.0012], [-0.6482, 0.3949, 0.4737], [1.2550, 0.0771, 0.4427], [0.0511, 0.1305, -0.0075]]}

---

No. 2
{"formula": "C20H32Cl2N3O", "method": "the ωB97M-V functional and the def2-TZVPD basis", "mol_weight_g_mol": 401.40, "energy_ev": -52804.819, "charge": 1, "smiles": "C#CCc1cn(CCCCN(C)C(C)=O)c([C@H](Cl)[C@@H](C)Cl)[n+]1CCCC", "species": ["C", "C", "C", "C", "C", "N", "C", "C", "C", "C", "N", "C", "C", "C", "O", "C", "C", "Cl", "C", "C", "Cl", "N", "C", "C", "C", "C", "H", "H", "H", "H", "H", "H", "H", "H", "H", "H", "H", "H", "H", "H", "H", "H", "H", "H", "H", "H", "H", "H", "H", "H", "H", "H", "H", "H", "H", "H", "H", "H"], "xyz": [[4.300, -2.697, -4.330], [3.331, -1.791, -4.281], [2.523, -0.378, -4.162], [1.547, -0.333, -2.887], [-0.031, -0.172, -3.026], [-0.464, -0.148, -1.597], [-1.943, 0.047, -1.442], [-2.717, -1.150, -0.678], [-4.011, -0.632, 0.192], [-3.574, -0.390, 1.733], [-4.380, 0.648, 2.454], [-3.988, 2.053, 2.040], [-3.963, 0.572, 3.910], [-2.410, 0.588, 4.395], [-4.837, 0.510, 4.857], [0.609, -0.271, -0.603], [0.429, -0.262, 0.993], [1.855, 0.423, 1.927], [0.054, -1.707, 1.643], [0.348, -2.978, 0.690], [0.987, -2.041, 3.230], [1.803, -0.392, -1.447], [3.216, -0.559, -0.985], [3.997, 0.809, -0.622], [3.365, 2.160, -1.238], [3.730, 3.420, -0.243], [5.283, -3.317, -4.301], [1.937, -0.188, -5.142], [3.256, 0.525, -4.047], [-0.659, -0.067, -3.979], [-2.225, 1.070, -0.958], [-2.387, 0.093, -2.520], [-2.028, -1.850, -0.065], [-3.180, -1.828, -1.510], [-4.521, 0.289, -0.273], [-4.819, -1.472, 0.209], [-3.588, -1.370, 2.358], [-2.476, -0.030, 1.720], [-3.982, 2.756, 2.968], [-4.738, 2.479, 1.251], [-2.922, 2.118, 1.592], [-2.272, 0.875, 5.498], [-1.943, -0.457, 4.171], [-1.854, 1.355, 3.711], [-0.474, 0.447, 1.214], [-1.080, -1.741, 1.907], [-0.169, -2.895, -0.335], [1.482, -3.217, 0.621], [-0.125, -3.902, 1.226], [3.879, -1.175, -1.702], [3.168, -1.184, 0.003], [5.066, 0.707, -1.087], [4.189, 0.921, 0.523], [2.220, 2.172, -1.334], [3.929, 2.388, -2.223], [2.943, 3.398, 0.618], [4.795, 3.360, 0.182], [3.516, 4.411, -0.818]], "forces_ev_per_a": [[-4.6100, 5.5376, 0.5756], [5.7133, -3.2144, 0.0890], [0.8049, -0.8578, 0.7775], [-5.8097, 0.4359, 0.5991], [6.0862, -0.6310, 3.9826], [1.7578, 0.1217, -1.3819], [-1.8257, 0.2050, 0.5246], [-1.3260, -0.5517, -0.7217], [0.0788, -0.9339, 0.7286], [0.6564, 0.0857, -0.5214], [2.0568, 0.2469, 1.4860], [-0.2137, 1.1065, -0.4015], [-2.8596, -0.3940, 4.9317], [0.0890, 0.0614, -1.7856], [3.9422, 0.3455, -5.1532], [0.1444, 0.0880, -4.8844], [-0.8979, 0.1830, 0.1132], [-1.0494, 0.2009, -1.5442], [-0.3547, -1.4345, -0.5907], [-0.1971, -0.6824, 0.8976], [-1.2751, 0.1030, -1.3359], [-1.8066, 0.0327, -1.3176], [1.3966, -0.5913, 2.2970], [0.7572, 0.4277, -0.3830], [1.3578, 1.0230, 0.9400], [-1.4464, -0.2151, -0.3062], [-2.6124, 1.1787, -0.1916], [0.6947, -0.4748, 1.9418], [-0.9939, -1.9455, -0.2513], [0.8447, -0.2034, 2.0753], [0.9322, -1.7578, -0.6511], [1.0260, -0.0094, 2.0305], [-1.1250, 1.4599, -0.8984], [1.0577, 1.1237, 1.4693], [1.0200, -1.2971, 0.7258], [1.4711, 1.5127, -0.2172], [-0.1824, 1.5426, -1.2672], [-1.2486, -0.5332, -0.0416], [-0.2546, -1.2409, -1.7035], [1.3599, -0.8370, 1.5273], [-1.4667, -0.2611, 0.6042], [-0.6035, -0.5546, -1.8358], [-0.7927, 1.8220, 0.5530], [-0.7769, -1.3419, 1.3175], [1.7461, -1.1928, -0.5792], [2.1903, 0.3553, -0.3169], [1.0180, 0.0146, 1.4750], [-1.9614, 0.6823, -0.1167], [0.8566, 1.7072, -0.9858], [-1.7741, 0.9818, 0.6947], [0.0088, 1.0500, -1.8890], [-1.9409, 0.1304, 0.8651], [-0.7190, -0.3123, -2.1202], [1.7854, -0.2701, -0.1522], [-1.4302, -0.5067, 1.3226], [1.6368, 0.0120, -1.2849], [-1.6679, 0.2000, -0.7925], [0.7325, -1.7328, 1.0778]]}